ORCA calculation (ωB97M-V/def2-TZVPD) on a single C28H40ClN3O3 molecule in a non-equilibrium geometry.

Each line ends with the Löwdin charge.
Cartesian coordinates (Å):
C (1.53927, 2.21658, -6.45114)  -0.1195
C (2.03080, 2.93066, -5.19800)  -0.2790
C (1.12660, 2.65810, -3.99799)  -0.2371
C (1.61821, 3.37407, -2.74170)  -0.2222
C (0.66991, 3.23240, -1.55070)  -0.2159
C (0.59513, 1.80913, -1.00372)  -0.1884
C (-0.28965, 1.75077, 0.24118)  -0.1661
N (-0.35026, 0.41269, 0.78466)  0.0954
C (-1.49601, -0.28570, 0.87260)  -0.4586
O (-2.56812, 0.17937, 0.52646)  0.0587
C (-1.41159, -1.71283, 1.43782)  -0.3437
C (-0.00591, -2.32853, 1.47974)  -0.0979
H (0.67422, -1.74453, 2.09948)  0.1109
H (-0.09802, -3.31058, 1.95180)  0.1249
C (0.58086, -2.53041, 0.07758)  -0.1272
N (-0.30191, -3.35245, -0.71172)  -0.0325
C (-0.04797, -4.58524, -1.20975)  -0.4103
O (-0.89090, -5.21381, -1.82332)  0.0700
C (1.33782, -5.14939, -0.97756)  -0.4152
C (1.98297, -5.80795, -2.16165)  -0.0721
C (2.50896, -4.49737, -1.65700)  -0.0922
H (2.33259, -3.61552, -2.25571)  0.1077
H (3.45944, -4.49093, -1.14183)  0.1051
H (1.43339, -5.81631, -3.08999)  0.1074
H (2.57060, -6.69748, -1.99294)  0.1050
C (1.51036, -5.79388, 0.38218)  -0.0094
H (0.77268, -6.58494, 0.50831)  0.0933
H (2.50277, -6.23171, 0.46675)  0.0869
H (1.38176, -5.07481, 1.18975)  0.0677
C (-1.62507, -2.78051, -0.84741)  -0.1087
C (-2.27690, -2.60118, 0.52105)  -0.0967
H (-3.25356, -2.13534, 0.38789)  0.1233
H (-2.41346, -3.57929, 0.98581)  0.1341
H (-2.21553, -3.45802, -1.46616)  0.1256
H (-1.54677, -1.81017, -1.35097)  0.1354
H (1.56383, -2.99233, 0.14892)  0.1154
H (0.69025, -1.56452, -0.43164)  0.1224
C (-2.05890, -1.73149, 2.84236)  -0.0622
H (-1.88790, -2.72231, 3.26819)  0.1257
C (-1.59575, -0.68300, 3.86551)  -0.2492
H (-1.81444, -1.07660, 4.86743)  0.1479
C (-2.20171, 0.71984, 3.69415)  -0.0415
C (-0.94801, 1.55597, 3.61757)  -0.2489
N (0.11586, 0.85300, 3.68538)  0.1174
O (-0.16745, -0.47081, 3.81915)  -0.0928
C (-0.91543, 2.99305, 3.44274)  -0.1845
C (0.30311, 3.67629, 3.50348)  -0.0273
C (0.35555, 5.04100, 3.31551)  -0.0961
C (-0.81760, 5.74024, 3.06334)  -0.6741
C (-2.03606, 5.08158, 3.00196)  -0.0948
C (-2.08311, 3.71412, 3.19300)  -0.0125
H (-3.03257, 3.20575, 3.13527)  0.1159
H (-2.93919, 5.63729, 2.80489)  0.1066
Cl (-0.75702, 7.44866, 2.82425)  0.6780
H (1.29598, 5.56714, 3.36315)  0.1059
H (1.20097, 3.11243, 3.70124)  0.1148
H (-2.82354, 1.00985, 4.54122)  0.1302
H (-2.78932, 0.80915, 2.78036)  0.1104
H (-3.13672, -1.60039, 2.72730)  0.1338
H (0.49894, 0.05050, 1.18532)  0.1286
H (-1.31349, 2.03846, -0.00854)  0.1299
H (0.09486, 2.43730, 1.00272)  0.1123
H (0.18625, 1.13825, -1.76044)  0.1100
H (1.60100, 1.46448, -0.74908)  0.1191
H (-0.33034, 3.55660, -1.84483)  0.1173
H (1.00823, 3.89478, -0.74967)  0.1110
H (2.60392, 2.99050, -2.46761)  0.1135
H (1.73153, 4.43689, -2.96853)  0.1112
H (1.08933, 1.58155, -3.82250)  0.1073
H (0.11286, 2.99327, -4.22899)  0.1188
H (3.04629, 2.60063, -4.96641)  0.1082
H (2.06823, 4.00635, -5.38496)  0.1070
H (0.53475, 2.54583, -6.70797)  0.0702
H (2.19450, 2.42542, -7.29348)  0.0660
H (1.51561, 1.14038, -6.29357)  0.0700

Summary:
molecular weight = 502.10 g/mol
LUMO energy = 0.209 eV
E_tot = -1941.11805 Ha
Kohn-Sham gap = 8.829 eV
SMILES = CCCCCCCNC(=O)C1(C[C@@H]2CC(c3ccc(Cl)cc3)=NO2)CCN(C(=O)C2(C)CC2)CC1

---

ORCA calculation (ωB97M-V/def2-TZVPD) on a molecular structure, C28H40EuNO2 in a non-equilibrium geometry.

Each line ends with the Löwdin charge.
Cartesian coordinates (Å):
O (5.13423, 2.12051, -1.69387)  -0.0939
C (6.42317, 1.38147, -1.60473)  -0.1906
C (7.35066, 2.51584, -1.86089)  -0.0969
H (6.49534, 0.60075, -2.35935)  0.1322
H (6.60766, 1.05024, -0.58869)  0.1129
C (6.00278, 3.26221, -2.01788)  -0.5622
H (7.93169, 2.44087, -2.78449)  0.1121
H (7.91612, 2.81630, -0.97067)  0.1136
C (5.88569, 3.69341, -3.47207)  -0.0265
H (6.13706, 2.84516, -4.12347)  0.0901
H (6.60476, 4.51658, -3.64974)  0.0913
H (4.88207, 4.07326, -3.68888)  0.0869
C (5.95386, 4.40911, -1.01461)  -0.0235
H (6.28065, 4.09238, -0.01602)  0.0842
H (4.97392, 4.89301, -0.95023)  0.0866
H (6.70660, 5.14946, -1.31839)  0.0864
Eu (0.47147, 0.44454, -0.23812)  1.5184
C (-0.97630, 0.78781, 2.11549)  -0.2412
C (-0.28503, -0.43456, 2.37293)  -0.2252
C (1.09936, -0.14339, 2.52465)  -0.2306
H (-0.73759, -1.41653, 2.44337)  0.0633
C (1.28014, 1.26995, 2.32622)  -0.2640
C (-0.01106, 1.84366, 2.08070)  -0.2612
H (-0.22715, 2.89988, 1.92676)  0.0756
H (-2.05080, 0.89932, 2.00251)  0.0794
H (1.86922, -0.86038, 2.81090)  0.0705
H (2.22293, 1.81116, 2.39307)  0.0656
C (-1.79361, 1.05719, -1.70087)  -0.2289
C (-1.16879, 2.28386, -1.30536)  -0.2667
C (0.05948, 2.41028, -2.02453)  -0.2758
H (-1.60010, 3.01169, -0.61006)  0.0828
C (0.20237, 1.25169, -2.86158)  -0.2519
C (-0.94016, 0.42326, -2.65690)  -0.2313
H (-1.15556, -0.52745, -3.15273)  0.0899
H (-2.79274, 0.73035, -1.42005)  0.0799
H (0.77076, 3.23504, -1.93794)  0.0731
H (1.04269, 1.03314, -3.51760)  0.0735
O (5.27338, -0.56193, -0.86600)  -0.1876
C (4.47538, 0.36147, -0.01550)  -0.2002
C (4.64550, -0.15993, 1.38345)  -0.1584
H (3.42906, 0.45680, -0.35846)  0.1074
H (4.92951, 1.35444, 0.03829)  0.0977
C (4.91220, -1.68059, 1.19699)  -0.1450
H (3.86895, 0.19499, 2.07682)  0.0884
H (5.57036, 0.33435, 1.72366)  0.1079
C (4.96785, -1.86971, -0.31756)  -0.1716
H (4.18365, -2.25596, 1.77706)  0.1055
H (5.89519, -1.88711, 1.64428)  0.1013
H (3.98392, -2.23243, -0.67794)  0.1109
H (5.73667, -2.56653, -0.61675)  0.1114
C (-5.02163, -2.32656, 1.55443)  -0.1156
N (-3.64628, -2.56174, 1.26941)  -0.2950
C (-2.97441, -3.52511, 2.07382)  -0.0964
C (-2.97776, -1.76468, 0.28305)  -0.1884
C (-1.83692, -2.52269, -0.37161)  -0.2794
C (-2.15016, -3.78033, -0.94419)  -0.0847
C (-1.14159, -4.57999, -1.48036)  -0.1344
C (0.17415, -4.10335, -1.49874)  -0.1254
C (0.48378, -2.82901, -0.93590)  -0.1824
C (-0.53792, -2.04785, -0.44115)  -0.2057
H (-5.16761, -2.31357, 2.64068)  0.0705
H (-5.65776, -3.12471, 1.14221)  0.0728
H (-5.33780, -1.37524, 1.11829)  0.0784
H (-2.82590, -4.47501, 1.55019)  0.0704
H (-1.99245, -3.17916, 2.40534)  0.0739
H (-3.60208, -3.71405, 2.94689)  0.0725
H (-3.74123, -1.49372, -0.47637)  0.1160
H (-2.60852, -0.81017, 0.72197)  0.0851
H (-3.19045, -4.12938, -0.91661)  0.1053
H (-1.40202, -5.56030, -1.87790)  0.0807
H (0.95918, -4.72557, -1.92246)  0.0725
H (1.51568, -2.46461, -0.94987)  0.0438

Summary:
molecular weight = 574.60 g/mol
⟨S²⟩ = 15.76
LUMO energy (alpha / beta) = 2.289 / 2.288 eV
E_tot = -2006.33213 Ha
total charge = -1
multiplicity = 8
Kohn-Sham gap (alpha / beta) = 5.483 / 5.834 eV

---

ORCA calculation (ωB97M-V/def2-TZVPD) on 2 unconnected molecules or ions with the total composition C28H40F6N2P in a non-equilibrium geometry.

Each line ends with the Löwdin charge.
Cartesian coordinates (Å):
C (-1.02945, 0.82409, -4.35532)  -0.1106
C (-0.92019, 0.78180, -2.83094)  -0.5632
C (-2.29885, 0.61498, -2.19364)  -0.1132
P (0.03340, 2.22837, -2.12214)  1.0869
C (1.62045, 2.05099, -3.14573)  -0.5616
C (2.19000, 0.62647, -3.11050)  -0.1250
C (2.67488, 3.08726, -2.72265)  -0.1255
C (-0.67650, 3.67173, -3.16802)  -0.5469
C (-0.01422, 5.00038, -2.77856)  -0.1263
C (-2.20293, 3.78056, -3.10366)  -0.1289
H (-1.58790, -0.05482, -4.70645)  0.0887
H (-1.57166, 1.71224, -4.69493)  0.0644
H (-0.05483, 0.81529, -4.84950)  0.0665
H (-0.30410, -0.08599, -2.53974)  0.0900
H (-2.77586, -0.29889, -2.57678)  0.0933
H (-2.20852, 0.50416, -1.11215)  0.0163
H (-2.95302, 1.47200, -2.38929)  0.0603
H (1.31727, 2.28456, -4.18166)  0.0935
H (3.15358, 0.60869, -3.64241)  0.0824
H (2.37778, 0.31039, -2.07399)  0.0731
H (1.51886, -0.10220, -3.58706)  0.0609
H (3.67660, 2.75993, -3.04066)  0.0771
H (2.49560, 4.06472, -3.18763)  0.0529
H (2.70041, 3.21639, -1.63054)  0.0656
H (-0.38394, 3.44148, -4.20781)  0.0950
H (-0.61073, 5.84650, -3.15184)  0.0795
H (0.05930, 5.10308, -1.68785)  0.0745
H (0.98922, 5.10163, -3.20527)  0.0489
H (-2.52766, 4.71862, -3.58237)  0.0839
H (-2.71719, 2.95636, -3.61337)  0.0512
H (-2.54521, 3.81847, -2.06088)  0.0824
C (5.36554, -1.40238, 2.53582)  -0.0330
N (4.72097, -0.18378, 2.95569)  -0.1294
C (5.50486, 0.69104, 3.80851)  -0.0288
C (5.31506, 0.20826, 5.22103)  -0.5271
F (5.97718, 0.92254, 6.16332)  0.1473
F (3.97187, 0.22489, 5.53949)  0.1139
F (5.70382, -1.10712, 5.33627)  0.1127
C (3.40787, 0.06392, 2.65789)  -0.1926
C (2.94224, 1.32676, 2.18386)  0.0289
C (1.71051, 1.39935, 1.56138)  0.0169
C (0.83014, 0.26762, 1.49926)  -0.1791
C (-0.37316, 0.31351, 0.73481)  0.1013
C (-1.44458, -0.65632, 0.88704)  -0.2074
C (-2.82159, -0.29288, 1.08456)  -0.0188
C (-3.78890, -1.21562, 1.44119)  0.0167
C (-3.48191, -2.59937, 1.46445)  -0.2051
N (-4.46224, -3.57944, 1.60173)  -0.1581
C (-5.31385, -3.65726, 2.76147)  -0.0475
C (-4.92493, -4.35591, 0.44453)  -0.0398
C (-4.07111, -5.56367, 0.17756)  -0.5353
F (-4.57943, -6.39367, -0.78217)  0.1256
F (-2.81756, -5.19059, -0.25134)  0.0907
F (-3.90127, -6.29976, 1.32475)  0.1144
C (-2.13330, -2.97830, 1.25098)  0.0139
C (-1.17167, -2.05350, 0.91795)  -0.0303
C (1.20575, -0.86281, 2.29141)  0.0182
C (2.48636, -1.01134, 2.76285)  0.0238
H (4.97709, -1.72296, 1.55436)  0.1112
H (6.44216, -1.20458, 2.44422)  0.1066
H (5.20521, -2.21673, 3.26425)  0.0971
H (6.56370, 0.57829, 3.54848)  0.1495
H (5.15076, 1.72673, 3.74029)  0.1439
H (3.61751, 2.18408, 2.21780)  0.1228
H (1.40184, 2.33473, 1.08900)  0.1205
H (-0.53339, 1.18425, 0.09831)  0.0386
H (-3.10027, 0.75795, 0.96586)  0.1270
H (-4.81901, -0.89974, 1.63508)  0.1293
H (-5.25656, -2.72851, 3.34152)  0.0932
H (-6.34883, -3.83149, 2.43618)  0.0909
H (-5.00647, -4.50195, 3.40503)  0.0978
H (-5.92877, -4.73727, 0.67557)  0.1412
H (-4.92790, -3.74628, -0.47459)  0.1534
H (-1.86421, -4.03016, 1.34662)  0.1216
H (-0.15675, -2.40310, 0.68718)  0.1269
H (0.49142, -1.66150, 2.48681)  0.1147
H (2.81122, -1.95514, 3.21712)  0.1357

Summary:
molecular weight = 549.60 g/mol
LUMO energy = -5.105 eV
E_tot = -2140.71939 Ha
total charge = +1
Kohn-Sham gap = 5.861 eV